Entry 1:
Molecular formula: C27H76N2O10
Method: DFT, ωB97M-V/def2-TZVPD

Geometry as XYZ:
```
115
Properties=species:S:1:pos:R:3:forces:R:3:mulliken_charge:R:1
C -0.901 -2.239 -4.177 -0.7 0.8 0.1 -0.575
C -2.256 -2.646 -3.610 -0.6 -0.6 -2.4 -0.577
O -2.063 -3.058 -2.317 0.7 0.2 2.5 -0.264
H -0.460 -1.609 -3.395 0.3 0.1 -0.4 -0.183
H -1.126 -1.618 -5.064 0.6 -0.3 0.3 0.381
H -0.241 -3.091 -4.406 -0.4 0.4 0.1 0.387
H -2.608 -3.501 -4.225 -0.2 0.4 0.3 0.375
H -3.009 -1.831 -3.651 0.5 -0.3 -0.1 0.471
H -2.749 -3.607 -1.945 -0.5 -0.2 -0.2 0.159
C 5.774 -0.830 -1.306 -0.9 0.4 -0.6 -1.274
C 4.861 0.323 -0.825 1.4 1.0 -0.6 0.444
O 5.813 1.277 -0.209 -1.2 -0.3 -0.2 -0.578
H 6.391 -0.431 -2.107 0.0 0.1 -0.2 0.323
H 5.266 -1.732 -1.726 0.2 0.7 0.6 0.309
H 6.471 -1.065 -0.524 0.1 -0.5 0.5 0.353
H 4.103 0.061 -0.089 -0.1 -0.3 0.0 0.149
H 4.396 0.830 -1.710 0.1 -0.5 0.7 0.005
H 5.315 2.009 0.209 0.3 -0.6 -0.4 0.279
C 0.448 -6.341 -0.991 -0.2 0.3 -0.2 -0.565
C 0.532 -5.901 -2.461 -1.9 -0.5 0.2 -0.297
O -0.628 -5.095 -2.853 1.5 -0.9 0.7 -0.456
H -0.489 -6.892 -0.804 0.3 0.1 -0.2 0.260
H 0.431 -5.455 -0.341 0.3 -0.2 0.0 -0.129
H 1.294 -7.006 -0.751 -0.2 0.4 0.1 0.419
H 0.432 -6.825 -3.047 0.5 0.5 -0.2 0.321
H 1.430 -5.340 -2.670 0.4 -0.1 -0.2 0.262
H -0.616 -4.328 -2.263 -0.3 0.0 -0.3 0.116
C -2.986 2.478 -3.877 -0.1 -0.8 -0.6 -1.184
C -2.450 1.293 -3.070 0.2 0.5 -1.0 0.897
O -3.144 1.144 -1.853 0.5 0.0 0.2 -0.651
H -2.598 2.340 -4.909 -0.5 0.0 0.4 0.196
H -2.699 3.492 -3.624 0.1 0.0 0.7 0.198
H -4.066 2.345 -3.837 -0.2 0.4 -0.4 0.460
H -1.360 1.442 -3.005 -0.1 -0.3 0.6 -0.423
H -2.628 0.432 -3.744 0.2 0.0 0.4 -0.006
H -2.642 0.527 -1.287 -0.1 0.2 -0.3 0.426
C 1.453 2.502 -3.442 0.7 -0.3 0.1 -0.184
C 0.829 2.306 -4.778 -0.1 -0.1 -0.5 -0.399
O -0.056 3.400 -4.911 -0.1 0.4 0.5 -0.432
H 0.792 2.284 -2.612 -0.3 0.1 0.0 -0.408
H 1.794 3.520 -3.383 0.2 0.5 0.2 0.390
H 2.314 1.868 -3.335 0.5 -0.4 0.1 0.259
H 0.284 1.357 -4.816 -0.1 -0.1 -0.1 0.158
H 1.548 2.314 -5.625 -0.1 0.0 0.6 0.397
H -0.465 3.346 -5.758 -0.6 0.1 -1.0 0.241
C -1.301 -0.026 3.123 0.9 -0.1 -0.3 -0.627
C -1.946 -0.617 4.379 -0.3 -0.9 -1.1 0.513
C -2.580 0.411 5.265 0.3 0.6 0.6 -1.074
O -1.620 1.488 5.463 -1.5 -1.2 -0.1 -0.278
C -2.226 2.647 5.949 0.3 1.5 -0.8 -0.814
N -2.985 -1.658 4.110 0.1 0.7 -0.5 -0.702
H -1.960 0.642 2.561 0.0 0.0 0.1 0.330
H -0.940 -0.817 2.429 -0.5 0.2 0.5 -0.189
H -0.375 0.531 3.393 -0.7 -0.1 -0.1 0.409
H -1.142 -1.094 4.898 0.5 -0.4 0.7 0.157
H -2.852 -0.026 6.232 0.3 -0.1 0.1 0.426
H -3.565 0.705 4.859 0.5 0.6 -0.3 0.368
H -2.857 2.555 6.831 -0.3 -0.5 0.0 0.360
H -2.765 3.218 5.133 0.2 -0.7 0.8 0.302
H -1.400 3.282 6.264 0.1 0.2 0.0 0.235
H -2.575 -2.508 3.732 0.4 0.2 0.2 0.195
H -3.520 -1.308 3.311 -0.2 -0.1 0.3 0.383
C 1.769 -3.939 2.998 1.6 -0.2 2.1 -1.453
C 0.495 -4.271 3.781 0.8 -1.5 -0.6 1.016
C -0.616 -4.602 2.813 -1.5 0.7 0.3 -0.918
O -0.895 -3.448 2.036 0.4 0.4 0.8 0.100
C -2.039 -3.622 1.271 0.1 -1.0 -0.8 -0.784
N 0.707 -5.333 4.816 0.3 0.0 -1.8 -0.731
H 1.786 -3.048 2.433 -0.9 1.0 -0.9 0.239
H 2.137 -4.720 2.348 -0.2 -0.6 -0.1 0.307
H 2.611 -3.716 3.702 -0.7 -0.5 -0.2 0.390
H 0.157 -3.450 4.335 -0.3 1.6 0.6 -0.112
H -1.552 -4.803 3.377 0.4 -0.3 0.0 0.316
H -0.476 -5.418 2.107 0.5 -0.5 0.2 0.375
H -1.857 -4.501 0.620 -0.2 0.5 -0.4 0.227
H -2.191 -2.694 0.750 -0.2 0.2 -0.5 -0.017
H -2.953 -3.894 1.804 0.0 0.2 0.6 0.519
H -0.109 -5.377 5.409 -0.2 -0.1 0.0 0.300
H 0.744 -6.200 4.262 0.1 0.1 0.8 0.282
C 0.776 3.926 2.337 -0.2 -0.5 0.5 -0.606
C 2.203 3.454 2.048 0.2 0.1 -1.3 0.699
C 2.507 3.676 0.580 -0.2 0.1 -0.9 -0.285
O 3.260 4.145 2.698 -0.8 -0.2 1.3 -0.559
H 0.662 5.004 2.208 0.1 0.0 -0.1 0.346
H 0.372 3.648 3.335 0.5 0.1 -0.4 0.303
H 0.147 3.405 1.601 0.0 0.2 0.3 -0.158
H 2.276 2.372 2.232 0.0 0.1 0.2 0.009
H 2.518 4.757 0.321 0.0 -0.6 0.3 0.415
H 1.758 3.174 -0.041 0.0 0.2 0.0 -0.158
H 3.467 3.245 0.275 0.0 0.2 0.3 -0.243
H 3.016 4.084 3.635 0.6 0.3 -0.1 0.359
C 0.425 0.696 0.019 0.4 -1.4 0.6 -0.379
C 0.077 -0.472 -0.875 0.1 1.2 -1.6 1.383
C 0.881 -1.699 -0.592 0.6 -0.2 -0.2 -0.802
O -1.314 -0.782 -0.755 0.4 1.4 0.7 -0.191
H 1.497 0.921 -0.119 -0.4 -0.1 0.4 0.051
H 0.156 0.377 1.025 0.5 0.3 0.3 -0.388
H -0.150 1.557 -0.196 -0.6 0.9 -0.5 0.069
H 0.310 -0.058 -1.898 -0.4 -0.8 0.3 -0.483
H 1.963 -1.487 -0.558 -0.4 -0.1 0.1 0.249
H 0.724 -2.458 -1.363 0.0 0.0 0.0 0.224
H 0.514 -2.091 0.346 0.2 -0.3 0.4 -0.046
H -1.506 -1.550 -1.274 -0.3 -1.1 -0.7 0.104
C -0.358 6.689 -0.866 -0.1 0.4 -0.8 -1.448
C -0.287 5.395 -1.695 -0.5 0.5 1.6 0.875
C -1.123 4.255 -1.035 0.4 1.0 -0.9 0.059
O -0.755 5.738 -2.974 -0.3 0.4 0.0 -0.617
H -1.378 6.995 -0.587 0.2 -0.3 -0.2 0.354
H 0.088 7.525 -1.460 -0.2 -0.6 0.6 0.367
H 0.199 6.530 0.043 0.3 0.1 0.4 0.313
H 0.780 5.121 -1.663 -0.2 -0.2 -0.5 -0.091
H -2.179 4.503 -1.058 -0.2 0.2 0.0 0.481
H -0.843 4.029 -0.007 0.2 0.0 -0.2 -0.023
H -0.986 3.424 -1.700 -0.1 -0.9 0.0 -0.549
H -0.537 5.108 -3.657 0.3 -0.7 -0.1 0.264
```
Forces are in eV/Å.

Its total charge is 0. Its HOMO-LUMO gap is 0.3666 Ha. Its SMILES is COC[C@H](C)N.COC[C@H](C)N.CC(C)O.CC(C)O.CC(C)O.CCO.CCO.CCO.CCO.CCO.

---

Entry 2:
Molecular formula: C28H68Cl4N4
Method: DFT, ωB97M-V/def2-TZVPD

Geometry as XYZ:
```
104
Properties=species:S:1:pos:R:3:forces:R:3:mulliken_charge:R:1
Cl -4.202 -4.062 0.244 -1.7 0.2 0.8 -0.182
C -2.663 -4.610 -0.188 2.4 -1.9 -2.5 -0.042
C -2.412 -4.496 -1.701 -4.3 0.7 -1.2 -0.754
Cl -2.287 -2.784 -2.297 0.1 -0.5 0.2 -0.067
H -2.556 -5.776 -0.179 -0.2 2.1 1.2 0.334
H -1.846 -4.009 0.280 -0.6 -0.9 0.2 0.076
H -3.351 -4.882 -2.380 2.4 0.5 2.0 0.367
H -1.556 -5.052 -1.897 1.7 -0.6 -0.8 0.367
Cl 0.116 -1.941 1.219 -0.2 0.3 -0.6 -0.176
C -1.172 -0.896 0.482 0.9 -0.9 1.6 -2.166
C -1.329 0.401 1.222 2.5 -0.4 0.3 1.241
Cl -2.294 0.299 2.749 1.7 -1.0 0.0 -0.219
H -2.020 -1.471 0.479 -1.8 -1.7 1.4 1.568
H -1.187 -0.867 -0.612 0.7 0.6 1.1 0.173
H -1.884 1.002 0.530 -0.5 1.0 0.6 -0.723
H -0.203 0.787 1.339 -3.4 -0.9 0.9 0.201
C 1.174 1.896 0.478 2.7 -3.8 -1.6 -1.127
C 0.269 1.518 -0.780 7.1 -4.2 2.8 -0.276
N 0.996 0.513 -1.640 3.4 4.8 1.4 0.980
C 0.086 -0.212 -2.368 0.0 -4.0 3.9 1.390
C -0.874 0.514 -3.057 -6.1 2.3 6.4 -2.744
C 2.134 1.224 -2.441 -1.2 -0.6 -0.2 -0.130
C 2.911 0.210 -3.168 2.3 -5.2 0.7 -1.086
H 0.604 2.282 1.257 -0.8 1.6 0.9 0.201
H 2.162 2.414 0.279 -1.5 -0.1 0.1 0.106
H 1.554 0.847 0.978 -0.7 2.2 -1.4 0.382
H -0.090 2.354 -1.062 -1.9 6.2 -3.7 0.894
H -0.537 1.152 -0.307 -2.1 -1.9 0.3 -1.081
H -0.449 -0.802 -1.487 1.9 0.9 -3.3 -1.078
H 0.489 -1.033 -2.945 0.6 0.0 -0.3 0.355
H -1.267 1.523 -2.920 0.8 0.0 0.8 0.354
H -1.780 -0.085 -3.091 -1.0 -0.2 0.9 0.456
H -0.791 0.395 -3.937 2.2 -0.5 -12.4 1.291
H 2.862 1.837 -1.840 -1.3 -0.6 -0.1 0.239
H 1.838 1.774 -3.355 -0.9 1.0 1.0 0.219
H 3.923 0.571 -3.383 -0.4 0.2 -0.7 0.567
H 2.434 -0.329 -4.093 0.8 1.4 1.7 0.220
H 3.259 -0.719 -2.431 -1.3 2.0 -1.6 0.064
C 2.372 1.327 4.545 -2.7 0.4 -3.3 -1.606
C 2.250 2.613 3.562 2.5 0.6 -0.4 0.035
N 1.269 3.606 4.024 2.7 -2.4 2.2 0.337
C 1.486 4.961 3.676 5.5 -3.2 5.5 -0.622
C 2.036 5.068 2.448 0.7 4.3 -8.9 -1.282
C 0.042 3.198 3.646 -4.3 1.9 1.9 -0.729
C -1.029 3.638 4.781 0.2 -1.8 -3.1 -1.526
H 2.277 1.694 5.499 0.3 0.9 2.4 0.474
H 3.246 0.780 4.353 1.5 -0.4 -0.1 0.485
H 1.562 0.539 4.488 0.4 1.1 -0.5 0.224
H 2.081 2.408 2.401 0.7 -0.1 2.8 -0.039
H 3.296 3.166 3.641 -1.8 -1.3 -0.2 0.396
H 2.482 5.211 4.267 -2.0 -0.2 0.2 0.368
H 0.847 5.683 3.957 -2.9 1.9 1.0 0.432
H 2.552 4.367 1.838 1.6 -1.0 1.0 0.382
H 2.458 6.068 2.431 1.4 0.0 -0.3 0.436
H 1.443 5.333 1.561 -1.8 -0.2 0.2 0.374
H -0.145 2.198 3.450 0.4 -2.2 -0.2 0.610
H -0.133 3.743 2.724 -1.4 0.0 -0.6 0.311
H -1.838 2.986 4.477 -1.1 0.8 -0.2 0.321
H -1.132 4.681 4.616 -0.9 0.9 0.4 0.276
H -0.972 3.328 5.796 1.4 0.0 0.9 0.349
C 1.179 -3.640 -1.644 1.1 0.9 2.6 -0.165
C 2.302 -4.079 -2.566 0.0 -0.6 -1.7 -0.514
N 3.631 -4.140 -1.942 0.7 1.7 -2.8 0.229
C 3.907 -4.965 -0.783 -3.1 9.0 -1.3 -1.150
C 3.282 -6.122 -0.521 -3.0 -5.7 -1.8 -1.359
C 4.780 -4.104 -2.968 -2.6 -3.7 2.7 -0.627
C 4.906 -2.882 -3.693 0.5 2.4 -2.3 -0.992
H 1.563 -2.661 -1.137 -0.9 -1.5 -0.9 -0.010
H 1.092 -4.358 -0.756 -0.3 0.8 -1.2 0.306
H 0.203 -3.426 -2.120 0.7 -0.4 0.2 -0.153
H 2.284 -3.285 -3.402 0.5 -1.2 1.1 0.190
H 2.041 -5.082 -3.103 0.2 1.2 0.7 0.200
H 3.691 -4.195 -0.071 -0.4 0.2 1.7 0.439
H 4.871 -5.054 -0.664 5.4 -0.6 0.1 0.832
H 2.234 -6.356 -0.687 -0.2 0.6 -1.0 0.321
H 3.296 -6.180 0.475 0.7 -1.3 4.1 0.407
H 3.926 -6.793 -1.034 -0.2 -2.1 0.0 0.368
H 4.532 -5.053 -3.457 0.8 0.2 -1.3 0.364
H 5.650 -4.299 -2.376 0.7 0.0 0.3 0.383
H 5.905 -2.739 -4.136 -0.3 -0.9 -0.8 0.486
H 5.128 -2.114 -2.932 -1.6 0.4 -0.3 0.231
H 4.091 -2.750 -4.519 1.5 0.5 1.8 0.218
C -3.948 -0.545 -0.061 -3.1 -0.1 -2.3 0.835
C -4.544 0.624 0.659 0.8 1.3 3.2 -1.405
N -3.810 1.909 0.329 -1.8 -2.4 3.2 1.117
C -3.870 2.218 -0.974 6.4 1.1 -4.1 0.131
C -4.983 1.975 -1.781 -2.0 2.5 -7.0 -2.130
C -4.254 2.928 1.219 1.7 0.4 0.2 -1.462
C -3.238 3.101 2.320 -2.0 0.5 -3.1 -1.971
H -4.340 -0.443 -1.098 0.2 -0.4 0.2 0.281
H -4.363 -1.585 0.219 1.5 1.8 0.1 -0.273
H -2.915 -0.270 -0.207 -0.6 -0.8 0.1 -0.763
H -4.244 0.537 1.723 -0.5 -0.2 -0.7 0.611
H -5.635 0.787 0.837 0.3 -0.4 -1.3 0.390
H -3.194 1.542 -1.496 1.2 -0.6 0.2 -0.335
H -3.227 3.183 -1.229 -1.8 -1.3 0.7 0.588
H -5.731 1.389 -1.502 -2.6 -3.4 1.7 0.521
H -4.888 1.785 -3.012 0.7 -0.1 3.3 0.235
H -5.532 2.844 -1.916 -1.4 2.3 0.0 0.559
H -5.286 2.915 1.369 -1.9 -0.5 1.2 0.521
H -4.140 3.846 0.706 0.1 1.2 -0.9 0.510
H -2.345 3.036 1.803 2.1 0.9 -0.8 0.290
H -3.081 2.513 3.082 -0.3 -4.3 3.3 0.789
H -3.438 3.905 2.885 -0.2 4.1 1.2 0.755
```
Forces are in eV/Å.

Its total charge is 0. Its HOMO-LUMO gap is 0.2967 Ha. Its SMILES is CCN(CC)CC.CCN(CC)CC.CCN(CC)CC.CCN(CC)CC.ClCCCl.ClCCCl. The energy above the lowest of the compared OMol25 structures with the same formula, charge and spin comes out at 77.3 kcal per mole.

---

Entry 3:
Molecular formula: C30H25BrN4NiO5Se2
Method: DFT, ωB97M-V/def2-TZVPD

Geometry as XYZ:
```
68
Properties=species:S:1:pos:R:3:forces:R:3:lowdin_spin:R:1
Ni 2.633 0.338 -1.873 0.0 0.1 -0.1 0.967
O 0.159 -3.450 2.582 0.1 0.0 0.2 0.000
C -0.803 -2.579 3.136 0.0 0.0 0.0 0.000
C -1.478 -1.596 2.171 0.0 0.0 -0.1 0.000
C -2.675 -1.008 2.958 -0.1 0.0 0.0 0.000
O -3.559 -0.208 2.206 0.1 -0.1 -0.2 0.000
C -0.535 -0.458 1.784 -0.1 0.1 -0.2 -0.001
Se 0.818 -1.001 0.466 0.0 -0.2 0.3 -0.003
C -2.024 -2.268 0.912 0.0 0.0 0.0 0.000
Se -0.655 -2.618 -0.446 0.1 0.0 -0.1 -0.001
H 0.839 -2.917 2.141 -0.1 0.0 -0.1 0.000
H -0.375 -1.989 3.959 0.0 0.0 0.0 0.000
H -1.569 -3.231 3.567 0.0 0.0 0.0 0.000
H -2.305 -0.459 3.829 0.1 0.0 0.0 0.000
H -3.276 -1.845 3.327 0.0 0.0 0.0 0.000
H -3.150 0.647 2.012 0.0 0.1 0.1 0.000
H 0.014 -0.086 2.651 0.0 0.0 0.0 0.000
H -1.074 0.378 1.337 0.0 0.0 0.0 0.000
H -2.759 -1.610 0.456 0.0 0.0 0.0 0.000
H -2.494 -3.224 1.147 0.0 0.0 0.0 0.000
Br -2.237 1.919 5.552 0.0 0.0 0.0 0.005
C -2.204 2.616 3.766 -0.1 -0.1 0.0 0.027
C -3.394 2.733 3.047 0.0 0.1 0.2 0.004
C -3.396 3.352 1.818 0.0 -0.1 -0.1 0.012
C -2.213 3.921 1.244 0.0 0.5 -0.1 0.040
C -0.998 3.676 1.971 -0.1 -0.1 0.0 0.024
C -1.012 3.071 3.212 0.0 0.1 0.0 0.002
N -2.358 4.739 0.194 -0.1 -0.4 0.1 0.138
N -1.281 5.266 -0.423 0.1 0.3 0.2 0.383
C -0.301 4.463 -0.918 0.1 0.0 -0.1 -0.014
C 0.962 5.047 -1.122 -0.1 0.0 0.1 0.105
C 2.080 4.337 -1.533 0.0 0.0 -0.1 -0.019
C 2.022 2.970 -1.848 0.2 0.0 -0.1 0.093
O 3.032 2.261 -2.219 -0.1 0.2 0.2 0.127
C 0.710 2.374 -1.782 -0.2 0.0 0.1 0.025
N 0.637 1.078 -2.199 0.1 0.0 -0.3 0.043
C -0.542 0.506 -2.290 0.1 -0.1 0.1 -0.023
C -1.733 1.149 -1.932 0.0 0.0 0.0 0.028
C -1.673 2.428 -1.437 -0.1 -0.1 -0.1 -0.019
C -0.435 3.090 -1.339 0.0 0.0 0.1 0.037
H -4.317 2.354 3.470 0.0 0.0 0.0 0.000
H -4.324 3.477 1.271 0.0 0.0 0.0 0.002
H -0.061 4.033 1.571 0.1 0.0 0.0 0.004
H -0.089 2.971 3.771 0.0 0.0 0.0 0.000
H 1.041 6.097 -0.861 0.0 0.0 0.0 0.005
H 3.047 4.822 -1.602 0.0 0.0 0.0 -0.004
H -0.560 -0.526 -2.625 0.0 0.0 0.0 -0.002
H -2.678 0.630 -2.029 0.0 0.0 0.0 0.003
H -2.576 2.951 -1.150 0.1 0.0 0.0 0.000
O 5.548 -1.209 0.445 0.0 0.0 0.0 0.006
C 4.508 -0.911 -0.154 0.0 -0.1 0.1 0.001
O 3.835 0.149 -0.140 0.3 0.0 -0.1 0.019
C 3.875 -2.015 -1.015 0.0 -0.1 0.1 -0.007
C 4.144 -3.377 -0.738 0.1 0.0 0.0 0.000
C 3.439 -4.346 -1.379 0.0 0.0 0.0 -0.008
C 2.472 -3.973 -2.345 0.0 0.0 0.0 0.000
C 1.662 -4.903 -3.039 0.1 0.0 0.0 -0.001
C 0.750 -4.479 -3.963 0.0 0.0 0.0 0.001
C 0.615 -3.102 -4.248 0.0 -0.1 0.0 -0.001
C 1.379 -2.182 -3.589 0.0 0.0 0.0 0.000
C 2.308 -2.599 -2.608 0.0 0.1 -0.2 -0.001
N 3.003 -1.638 -1.924 -0.3 0.0 0.2 0.006
H 4.897 -3.591 0.007 0.0 0.0 0.0 0.000
H 3.595 -5.396 -1.155 0.0 0.0 0.0 -0.001
H 1.774 -5.958 -2.816 0.0 0.0 0.0 0.000
H 0.124 -5.200 -4.476 0.0 0.0 0.0 0.000
H -0.104 -2.773 -4.988 0.0 0.0 0.0 0.000
H 1.295 -1.117 -3.774 0.0 0.0 0.0 -0.001
```
Forces are in eV/Å.

As for the multiplicity: 3. Its expectation value of S² is 2.08. Its total charge is -2. Its HOMO-LUMO gap (spin up / spin down) is 0.1538 / 0.1728 Ha.

---

Computed max |F|, in the same sequence as the records: 2.60 12.58 0.48 eV Å⁻¹.
Computed energy, in the same sequence as the records: -1936.08313 -3166.65208 -10638.68252 Eh.